Here is a 2-piece molecular cluster, C4H12NO2 overall from the Open Molecules 2025 dataset. Energies are from wB97M-V/def2-TZVPD.

As for the multiplicity: 1. The energy above the lowest of the compared OMol25 structures with the same formula, charge and spin is 22.2 kcal per mole. Its HOMO energy is -2.64 eV. The net charge is -1.

Positions of all 19 atoms, in Å:
C 0.942 -1.261 -0.630
C 0.356 -0.566 0.627
C 1.497 -0.133 1.524
N -0.657 0.381 0.252
C -0.298 1.662 -0.496
O 0.890 2.188 -0.300
H 1.911 -0.883 -0.970
H 1.010 -2.340 -0.487
H 0.320 -1.112 -1.518
H -0.170 -1.414 1.118
H 1.941 0.808 1.172
H 1.321 0.019 2.594
H 2.357 -0.811 1.390
H -1.090 0.710 1.108
H -0.507 1.480 -1.590
H -1.146 2.345 -0.148
H -3.187 0.330 -1.439
H -2.276 -0.804 -1.006
O -3.213 -0.599 -1.200

---

Here is a 2-piece molecular cluster, C4H12NO2 overall from the Open Molecules 2025 dataset. Energies are from wB97M-V/def2-TZVPD.

As for the multiplicity: 2. Its expectation value of S² is 0.755. The energy above the lowest of the compared OMol25 structures with the same formula, charge and spin is 55.8 kcal per mole. Its HOMO energy (alpha / beta) is -8.91 / -8.90 eV.

Positions of all 19 atoms, in Å:
C 1.655 -0.082 -0.201
C 1.191 -1.504 -0.384
N -0.139 -1.662 0.394
C -1.224 -0.824 -0.201
C -1.413 0.546 0.645
O -0.723 0.665 1.753
H 1.689 0.202 0.888
H 2.699 -0.090 -0.419
H 0.996 0.545 -0.867
H 1.840 -2.290 -0.116
H 0.923 -1.704 -1.486
H -0.030 -1.217 1.343
H -1.064 -0.577 -1.209
H -1.999 -1.564 -0.189
H -2.559 0.560 0.879
H -1.030 1.454 0.010
H -0.216 1.758 -0.995
H 1.246 1.953 -1.276
O 0.376 2.308 -1.562

---

Here is a 3-piece molecular cluster, C4H12NO2 overall from the Open Molecules 2025 dataset. Energies are from wB97M-V/def2-TZVPD.

As for the multiplicity: 1. The energy above the lowest of the compared OMol25 structures with the same formula, charge and spin is 51.7 kcal per mole. Its HOMO energy is -14.05 eV. The net charge is +1.

Positions of all 19 atoms, in Å:
C 1.044 0.584 2.902
C 0.288 -0.007 1.771
C -0.214 0.748 0.804
N -0.975 0.213 -0.287
C -1.721 0.964 -1.013
H 0.591 0.413 3.877
H 1.145 1.659 2.756
H 2.052 0.160 2.959
H 0.146 -1.081 1.750
H -0.004 1.802 0.694
H -0.666 -0.663 -0.750
H -1.753 0.859 -2.089
H -2.212 1.770 -0.482
H 1.954 0.702 -2.453
H 1.611 -0.095 -3.674
O 1.192 0.345 -2.925
H -0.842 -2.851 -2.066
H -0.680 -3.095 -0.566
O -0.956 -2.427 -1.207

---

Here is C4H12NO2S as an isolated structure from the Open Molecules 2025 dataset. Energies are from wB97M-V/def2-TZVPD.

As for the multiplicity: 1. The energy above the lowest of the compared OMol25 structures with the same formula, charge and spin is 103.3 kcal per mole. Its HOMO energy is -4.38 eV. The net charge is -1.

Positions of all 20 atoms, in Å:
C -1.097 -0.714 -0.500
O -2.354 -0.258 -0.391
C -0.040 0.391 -0.109
C 1.272 0.084 -0.735
C 2.547 0.485 -0.068
S 2.883 -0.624 1.321
N -0.527 1.673 -0.605
H -0.885 -1.569 0.178
H -0.861 -1.022 -1.546
H 0.050 0.377 0.972
H 1.473 -1.107 -0.609
H 1.186 0.349 -1.790
H 2.441 1.526 0.250
H 3.375 0.434 -0.764
H 1.506 -1.929 -0.477
H -1.545 1.497 -0.661
H -0.414 2.369 0.128
H -2.877 -0.301 1.078
H -2.926 -1.276 2.284
O -3.207 -0.386 2.045

---

Here is a 2-piece molecular cluster, C4H12NO2S overall from the Open Molecules 2025 dataset. Energies are from wB97M-V/def2-TZVPD.

As for the multiplicity: 1. The energy above the lowest of the compared OMol25 structures with the same formula, charge and spin is 61.1 kcal per mole. Its HOMO energy is -12.79 eV. The net charge is +1.

Positions of all 20 atoms, in Å:
O -0.272 0.346 2.539
C -0.493 0.720 1.420
C 0.829 0.732 0.481
C 0.234 0.252 -0.844
C -0.904 1.025 -1.467
S -0.745 2.771 -0.985
N 1.612 -0.452 1.064
H -1.471 0.813 0.970
H 1.387 1.652 0.612
H 1.189 0.243 -1.567
H 0.038 -0.843 -0.896
H -1.810 0.462 -1.207
H -1.127 0.909 -2.579
H -1.320 3.408 -2.024
H 2.209 -1.101 0.568
H 0.953 -1.160 1.425
H 2.228 -0.138 1.830
H -1.438 -2.874 0.610
H -0.582 -3.692 -0.342
O -0.516 -3.074 0.394

---

Here is C4H12NO3 as an isolated structure from the Open Molecules 2025 dataset. Energies are from wB97M-V/def2-TZVPD.

As for the multiplicity: 1. The energy above the lowest of the compared OMol25 structures with the same formula, charge and spin is 82.7 kcal per mole. Its HOMO energy is -3.99 eV. The net charge is -1.

Positions of all 20 atoms, in Å:
C -1.536 1.413 0.656
O -2.183 0.895 1.717
C -0.094 0.776 0.481
C -0.127 -0.766 0.578
C -0.735 -1.361 -0.691
O -0.819 -1.249 1.719
N 1.245 0.989 -0.820
H -2.090 1.250 -0.290
H -1.419 2.516 0.720
H 0.512 1.182 1.295
H 0.927 -1.050 0.681
H -0.200 -0.969 -1.565
H -1.787 -1.072 -0.786
H -0.647 -2.454 -0.643
H -1.463 -0.506 1.923
H 0.110 1.128 -0.730
H 1.758 1.721 -0.340
H 2.195 -0.399 -1.153
H 3.609 -0.818 -1.438
O 2.745 -1.227 -1.313